Record 1
ORCA calculation (the ωB97M-V functional and the def2-TZVPD basis) on a structure of composition C4H4LiO5Yb.

Element x y z (Å)
O (-2.089, -2.178, -1.628)
C (-1.117, -1.645, -1.069)
O (-0.476, -0.691, -1.663)
O (-0.763, -2.066, 0.126)
C (0.516, -1.727, 0.755)
C (0.688, -0.267, 1.130)
H (1.308, -2.054, 0.064)
H (0.520, -2.415, 1.612)
H (0.055, 0.001, 1.992)
H (1.729, -0.165, 1.486)
O (0.185, 5.247, 1.118)
O (0.461, 3.488, -0.362)
C (0.334, 4.416, 0.338)
Li (-1.798, -0.979, -3.156)
Yb (0.447, 1.035, -0.743)

Results
<S²> ... 0.7597
Spin multiplicity ... 2
E_tot ... -1696.7024 Ha
Total charge ... +2

***

Record 2
ORCA calculation (the ωB97M-V functional and the def2-TZVPD basis) on the ion C5H11N2 with charge +1.

Element x y z (Å)
C (0.073, 1.328, 2.620)
N (-0.070, 0.654, 1.555)
C (-1.291, 0.356, 0.811)
C (-1.413, -0.627, -0.041)
C (-0.416, -1.297, -0.946)
C (0.483, -0.414, -1.797)
N (1.595, 0.283, -0.889)
H (-0.789, 1.513, 3.515)
H (1.072, 1.527, 2.829)
H (-2.067, 1.107, 1.135)
H (-2.467, -0.957, -0.260)
H (-1.156, -1.946, -1.542)
H (0.171, -2.032, -0.190)
H (1.045, -0.913, -2.666)
H (0.112, 0.458, -2.233)
H (0.965, 0.230, -0.026)
H (1.895, 1.234, -1.085)
H (2.258, -0.505, -0.791)

Results
Spin multiplicity ... 1
SMILES ... C=N/C=C\CC[NH3+]
E_tot ... -306.2611 Ha
Total charge ... +1

***

Record 3
ORCA calculation (the ωB97M-V functional and the def2-TZVPD basis) on the molecule O2P2S.

Element x y z (Å)
O (2.871, 0.237, -0.026)
O (-2.931, -0.193, -0.105)
P (1.475, 0.599, 0.003)
P (0.307, -1.168, 0.033)
S (-1.722, 0.525, 0.093)

Results
Spin multiplicity ... 1
E_tot ... -1231.2640 Ha
Total charge ... 0

***

Record 4
ORCA calculation (the ωB97M-V functional and the def2-TZVPD basis) on the molecule C5H8.

Element x y z (Å)
C (-1.083, -1.849, -0.798)
C (0.160, -1.723, -0.343)
C (0.694, -0.360, -0.089)
C (0.032, 0.574, 0.577)
C (0.330, 2.020, 0.634)
H (-1.520, -2.766, -1.185)
H (-1.760, -1.021, -0.969)
H (0.868, -2.541, -0.372)
H (1.664, -0.198, -0.547)
H (-0.874, 0.336, 1.131)
H (1.404, 2.274, 0.506)
H (0.198, 2.565, 1.567)
H (-0.112, 2.690, -0.112)

Results
Spin multiplicity ... 1
SMILES ... C=C/C=C/C
E_tot ... -195.2511 Ha
Total charge ... 0

***

Record 5
ORCA calculation (the ωB97M-V functional and the def2-TZVPD basis) on a cluster of 11 separate species, C28H51Br20F5I2N2O3PS in total.

Element x y z (Å)
N (-0.050, -2.951, 0.183)
C (0.200, -2.306, -1.162)
C (-0.864, -1.127, -1.577)
C (-1.100, 0.028, -0.438)
C (-2.235, 1.192, -0.678)
P (-4.045, 0.574, -1.042)
O (-4.266, -0.859, -0.024)
I (-5.678, 2.309, -0.311)
N (-2.071, 2.214, 0.467)
C (-0.751, 2.058, 0.905)
I (-0.120, 3.406, 2.543)
C (0.169, 0.878, 0.158)
S (1.523, 1.488, -0.983)
O (1.410, 0.997, -2.449)
O (1.515, 3.052, -1.022)
C (3.168, 0.990, -0.152)
F (3.124, 1.590, 1.231)
F (3.248, -0.479, 0.018)
C (4.486, 1.632, -0.884)
F (5.635, 0.659, -0.781)
F (4.961, 2.901, -0.218)
F (4.291, 1.957, -2.316)
H (-0.265, -2.261, 0.935)
H (0.896, -3.355, 0.459)
H (0.065, -3.172, -1.973)
H (1.303, -1.912, -1.315)
H (-0.557, -0.723, -2.634)
H (-1.917, -1.670, -1.721)
H (-1.548, -0.554, 0.492)
H (-1.944, 1.845, -1.607)
H (-5.230, -1.136, -0.171)
H (-2.811, 2.879, 0.831)
H (0.731, 0.206, 0.938)
Br (-8.582, 4.448, 1.083)
C (-7.424, 5.230, 2.444)
C (-6.768, 6.495, 1.943)
Br (-5.295, 6.094, 0.729)
H (-6.709, 4.457, 2.737)
H (-8.085, 5.447, 3.288)
H (-6.312, 7.047, 2.770)
H (-7.453, 7.156, 1.405)
Br (2.559, -5.874, 0.414)
C (0.958, -6.661, 1.201)
C (0.594, -7.959, 0.518)
Br (-0.251, -7.634, -1.209)
H (0.170, -5.905, 1.145)
H (1.214, -6.836, 2.250)
H (-0.152, -8.506, 1.102)
H (1.454, -8.609, 0.335)
Br (-3.192, -3.907, 1.932)
C (-4.526, -5.200, 1.339)
C (-5.239, -4.719, 0.097)
Br (-6.561, -3.351, 0.527)
H (-5.197, -5.377, 2.184)
H (-3.962, -6.114, 1.130)
H (-5.810, -5.533, -0.359)
H (-4.567, -4.289, -0.651)
Br (-4.472, -7.737, 3.161)
C (-3.140, -7.252, 4.501)
C (-1.758, -7.172, 3.894)
Br (-1.012, -8.949, 3.601)
H (-3.218, -7.985, 5.308)
H (-3.455, -6.273, 4.873)
H (-1.063, -6.681, 4.582)
H (-1.736, -6.653, 2.931)
Br (-3.760, 9.302, -0.474)
C (-4.449, 9.134, -2.291)
C (-5.844, 9.704, -2.402)
Br (-7.167, 8.488, -1.645)
H (-4.391, 8.075, -2.558)
H (-3.750, 9.700, -2.913)
H (-6.131, 9.819, -3.451)
H (-5.962, 10.664, -1.890)
Br (7.254, 8.226, 0.758)
C (6.998, 6.676, -0.398)
C (7.594, 5.431, 0.216)
Br (9.536, 5.414, 0.034)
H (7.428, 6.929, -1.371)
H (5.914, 6.574, -0.501)
H (7.251, 4.538, -0.314)
H (7.372, 5.324, 1.281)
Br (-6.926, -9.681, 0.180)
C (-6.620, -10.572, 1.888)
C (-7.731, -11.546, 2.204)
Br (-9.330, -10.616, 2.823)
H (-6.503, -9.788, 2.641)
H (-5.669, -11.099, 1.767)
H (-7.446, -12.201, 3.031)
H (-8.029, -12.157, 1.347)
Br (12.809, 9.350, 3.131)
C (11.389, 9.930, 1.926)
C (11.235, 8.977, 0.763)
Br (12.647, 9.240, -0.557)
H (11.627, 10.952, 1.620)
H (10.483, 9.940, 2.538)
H (10.303, 9.172, 0.225)
H (11.266, 7.924, 1.058)
Br (-5.109, -13.071, -0.947)
C (-5.797, -13.238, -2.764)
C (-7.192, -12.668, -2.876)
Br (-8.515, -13.885, -2.118)
H (-5.739, -14.297, -3.032)
H (-5.098, -12.672, -3.386)
H (-7.479, -12.553, -3.925)
H (-7.311, -11.709, -2.364)
Br (13.926, 12.616, -6.076)
C (14.232, 11.725, -4.368)
C (13.120, 10.752, -4.052)
Br (11.522, 11.682, -3.433)
H (14.349, 12.510, -3.615)
H (15.183, 11.199, -4.489)
H (13.406, 10.096, -3.225)
H (12.822, 10.140, -4.909)

Results
Spin multiplicity ... 1
E_tot ... -54746.7580 Ha
Total charge ... +1

***

Record 6
ORCA calculation (the ωB97M-V functional and the def2-TZVPD basis) on a structure of composition C17H16IrN3O3S.

Element x y z (Å)
Ir (2.746, 1.093, -0.824)
O (4.533, 1.502, -0.987)
O (5.539, 0.871, -0.510)
C (2.271, 3.048, -0.718)
H (2.099, 3.633, -1.617)
H (2.523, 3.679, 0.125)
O (0.726, 0.624, -0.420)
S (-0.056, -0.441, -1.149)
C (-1.309, -0.972, 0.097)
C (-0.602, -1.650, 1.225)
C (0.007, -2.885, 1.026)
C (0.661, -3.517, 2.067)
C (0.719, -2.917, 3.315)
C (0.128, -1.681, 3.517)
C (-0.523, -1.045, 2.473)
C (-1.156, 0.570, -2.259)
C (-1.983, 1.567, -1.525)
C (-3.358, 1.385, -1.407)
C (-4.135, 2.319, -0.746)
C (-3.543, 3.432, -0.174)
C (-2.171, 3.604, -0.263)
C (-1.390, 2.677, -0.931)
H (-1.969, -1.653, -0.438)
H (-1.846, -0.088, 0.434)
H (-0.043, -3.358, 0.056)
H (1.125, -4.477, 1.902)
H (1.230, -3.415, 4.126)
H (0.175, -1.210, 4.489)
H (-0.984, -0.081, 2.628)
H (-1.755, -0.143, -2.822)
H (-0.443, 1.060, -2.921)
H (-3.822, 0.521, -1.860)
H (-5.202, 2.171, -0.675)
H (-4.155, 4.164, 0.333)
H (-1.707, 4.463, 0.197)
H (-0.318, 2.816, -0.989)
N (2.988, -0.882, -0.927)
C (3.225, -2.029, -0.850)
N (3.257, -3.255, -0.697)
C (3.982, -4.262, -1.013)
N (4.531, -5.238, -1.291)

Results
<S²> ... 6.0250
Spin multiplicity ... 5
E_tot ... -1549.5804 Ha
Total charge ... 0